ORCA calculation (wB97M-V/def2-TZVPD) on a gas-phase ion, C8H12NS (charge +1).

Output
Charge: +1
Multiplicity: 3
Gap between HOMO and LUMO (alpha / beta) in eV: 7.557 / 3.342

Bonds (Å) are listed after each position.
Cartesian coordinates (Å):
1 C 1.19 -2.78 1.52  C2 1.417, C3 1.395, H11 1.115
2 C 0.92 -1.56 0.85  C1 1.417, C4 1.421, H12 1.178
3 C 0.20 -3.03 2.46  C1 1.395, S10 1.714, H13 1.076
4 C -0.35 -1.03 1.20  C2 1.421, C6 1.365, S10 1.806
5 C -0.45 1.33 0.36  C6 1.510, C7 1.714, H14 1.120, H15 1.072
6 C -1.10 0.06 0.86  C4 1.365, C5 1.510, H16 1.055
7 C 0.26 1.28 -1.20  C5 1.714, C8 1.581, N9 1.448, H17 1.026
8 C -0.88 0.84 -2.20  C7 1.581, H18 1.085, H19 1.099, H20 1.075
9 N 0.82 2.59 -1.46  C7 1.448, H21 1.002, H22 1.051
10 S -1.22 -2.06 2.40  C3 1.714, C4 1.806
11 H 2.08 -3.38 1.22  C1 1.115
12 H 1.58 -1.14 -0.03  C2 1.178
13 H 0.11 -3.98 2.96  C3 1.076
14 H -1.25 2.12 0.33  C5 1.120
15 H 0.45 1.57 0.88  C5 1.072
16 H -2.16 0.04 0.90  C6 1.055
17 H 1.05 0.66 -1.01  C7 1.026
18 H -1.07 -0.22 -2.28  C8 1.085
19 H -0.52 1.20 -3.18  C8 1.099
20 H -1.80 1.40 -2.14  C8 1.075
21 H 1.77 2.54 -1.13  N9 1.002
22 H 0.38 3.54 -1.32  N9 1.051


ORCA calculation (wB97M-V/def2-TZVPD) on C8H12O in the gas phase.

Output
Multiplicity: 3
Gap between HOMO and LUMO (alpha / beta) in eV: 6.693 / 7.915

Bonds (Å) are listed after each position.
Cartesian coordinates (Å):
1 C 2.33 0.19 1.04  C4 1.318, H10 1.024, H11 1.078
2 C -1.46 2.30 -0.16  C5 1.358, H12 1.041, H13 0.999
3 C -2.30 -0.48 -0.20  C6 1.331, H14 1.091, H15 1.035
4 C 1.07 0.55 1.08  C1 1.318, C8 1.540, H16 1.142
5 C -0.55 1.43 -0.69  C2 1.358, C8 1.464, H17 1.072
6 C -1.13 -0.50 0.43  C3 1.331, C8 1.494, H18 1.197
7 C 0.88 -1.80 -0.99  O9 1.333, H19 1.120, H20 1.115, H21 1.018
8 C 0.06 0.27 -0.05  C4 1.540, C5 1.464, C6 1.494, O9 1.556
9 O 0.73 -0.50 -1.23  C7 1.333, C8 1.556
10 H 2.99 0.51 1.76  C1 1.024
11 H 2.66 -0.19 0.08  C1 1.078
12 H -1.79 3.09 -0.75  C2 1.041
13 H -1.45 2.38 0.83  C2 0.999
14 H -3.22 -0.90 0.19  C3 1.091
15 H -2.48 0.04 -1.08  C3 1.035
16 H 0.67 1.09 2.00  C4 1.142
17 H -0.24 1.41 -1.72  C5 1.072
18 H -0.96 -1.19 1.40  C6 1.197
19 H -0.12 -2.31 -1.04  C7 1.120
20 H 1.38 -2.04 -0.03  C7 1.115
21 H 1.52 -2.23 -1.65  C7 1.018


ORCA calculation (wB97M-V/def2-TZVPD) on C8H12O2 in the gas phase.

Output
SMILES: C=C[C@@]1(O)CC[C@H]2O[C@]21C
Gap between HOMO and LUMO in eV: 9.484

Bonds (Å) are listed after each position.
Cartesian coordinates (Å):
1 C 1.23 -0.85 -2.38  C2 1.337, H11 1.042, H12 1.063
2 C 1.33 -0.09 -1.28  C1 1.337, C6 1.483, H13 1.036
3 C 0.15 0.70 2.30  C4 1.520, C5 1.511, H14 1.165, H15 1.116
4 C 1.26 0.51 1.28  C3 1.520, C6 1.535, H16 1.139, H17 1.099
5 C -1.07 0.94 1.44  C3 1.511, C7 1.391, O9 1.447, H18 1.127
6 C 0.71 -0.23 0.06  C2 1.483, C4 1.535, C7 1.812, O10 1.384
7 C -0.93 0.55 0.11  C5 1.391, C6 1.812, C8 1.574, O9 1.358
8 C -1.95 -0.04 -0.93  C7 1.574, H19 1.097, H20 1.155, H21 1.077
9 O -0.81 1.87 0.37  C5 1.447, C7 1.358
10 O 0.47 -1.56 0.35  C6 1.384, H22 0.991
11 H 1.96 -0.90 -3.12  C1 1.042
12 H 0.63 -1.73 -2.43  C1 1.063
13 H 2.08 0.61 -1.28  C2 1.036
14 H 0.07 -0.27 2.94  C3 1.165
15 H 0.43 1.52 3.00  C3 1.116
16 H 1.58 1.53 0.88  C4 1.139
17 H 2.04 -0.11 1.75  C4 1.099
18 H -1.98 1.09 2.10  C5 1.127
19 H -2.93 -0.17 -0.45  C8 1.097
20 H -1.58 -0.99 -1.48  C8 1.155
21 H -2.05 0.75 -1.65  C8 1.077
22 H 1.07 -1.97 -0.32  O10 0.991


ORCA calculation (wB97M-V/def2-TZVPD) on C8H12O2 in the gas phase.

Output
SMILES: CCC(C)=C=COC(C)=O
Gap between HOMO and LUMO in eV: 9.949

Bonds (Å) are listed after each position.
Cartesian coordinates (Å):
1 C 0.62 0.51 0.73  C2 1.286, C3 1.301
2 C 1.38 -0.54 0.71  C1 1.286, O10 1.430, H11 1.063
3 C -0.28 1.44 0.62  C1 1.301, C5 1.513, C8 1.862
4 C 2.69 -2.08 -0.48  C6 1.506, O9 1.204, O10 1.340
5 C 0.06 2.91 0.53  C3 1.513, H12 1.102, H13 1.114, H14 1.102
6 C 3.06 -2.48 -1.88  C4 1.506, H15 1.165, H16 1.067, H17 1.065
7 C -2.20 -0.55 1.03  C8 1.500, H18 1.112, H19 1.252, H20 1.138
8 C -2.03 0.83 0.47  C3 1.862, C7 1.500, H21 1.044, H22 1.024
9 O 3.12 -2.53 0.56  C4 1.204
10 O 1.74 -1.14 -0.53  C2 1.430, C4 1.340
11 H 1.88 -0.90 1.58  C2 1.063
12 H 0.57 3.14 -0.41  C5 1.102
13 H 0.76 3.03 1.39  C5 1.114
14 H -0.86 3.49 0.67  C5 1.102
15 H 2.40 -3.43 -2.03  C6 1.165
16 H 4.11 -2.62 -1.83  C6 1.067
17 H 2.76 -1.65 -2.49  C6 1.065
18 H -2.72 -1.29 0.38  C7 1.112
19 H -1.11 -1.15 1.15  C7 1.252
20 H -2.57 -0.50 2.11  C7 1.138
21 H -2.55 1.53 1.06  C8 1.044
22 H -2.21 0.91 -0.53  C8 1.024


Strongest force on any atom
In order: 5.97 7.84 6.29 5.10
Unit: eV/Å
Energy above the lowest of the compared OMol25 structures with the same formula, charge and spin
In order: 1.837 2.513 3.135 3.200
Unit: eV